43
Properties=species:S:1:pos:R:3:lowdin_charge:R:1 method="wB97M-V/def2-TZVPD" molar_mass_g_mol=890.686 orbital_gap_ev=7.44 total_charge=-1 energy_ha=-17468.463877 fmax_ev_per_a=1.54
C 3.2195 -3.3523 3.2104 -0.693
C -2.9546 -0.4516 1.1520 -0.470
H 1.6775 -4.8413 3.1744 0.055
H 3.0004 -2.8198 4.1295 0.049
Br -0.1377 3.0417 0.3079 0.706
F -4.3687 -2.1162 0.2056 0.150
C -2.0897 -2.5579 -0.0796 -0.352
H 3.9796 -4.1073 3.4005 0.051
C 1.8381 1.2651 -0.8051 -0.692
F -3.2360 -0.8119 -1.1426 0.156
C 3.6089 4.5453 -3.4593 -0.684
S -4.4192 0.7226 1.4195 0.804
Br 4.0486 -2.0749 1.9977 0.587
F -1.9359 0.3369 0.7607 0.056
Br 2.2291 2.4734 -4.8791 0.612
H 4.1204 4.6815 -4.4058 0.046
O -5.1238 0.2588 2.5887 -0.327
O -3.1290 2.4012 2.9674 0.008
Br 4.7520 3.4138 -2.3632 0.623
C -3.1851 -1.4841 0.0214 -0.382
C 2.2320 3.9559 -3.6204 -0.684
F -1.9313 -3.2181 1.0855 0.063
H 1.1995 1.2989 -1.6833 0.043
C -2.3166 -3.6450 -1.1867 -0.529
C 1.9948 -3.9765 2.5954 -0.681
C 1.7104 2.4949 0.0568 -0.713
H 2.1555 -4.2714 1.5635 0.053
F -2.8692 -4.7427 -0.6692 0.174
Br 1.3808 -0.3659 0.1593 0.676
F -2.6770 -1.0500 2.3147 0.114
H 2.1369 2.3525 1.0445 0.051
F -0.9218 -1.9352 -0.3374 0.028
H 1.5492 4.6925 -4.0365 0.063
F -1.1164 -4.0056 -1.6730 0.159
H 3.5539 5.4964 -2.9348 0.059
O -5.2082 0.7648 0.2132 -0.325
H 2.1941 3.3411 -0.4279 0.014
C -3.5448 2.3902 1.8318 -0.813
H 1.8251 3.5758 -2.6890 0.024
H 2.8725 1.1333 -1.1161 0.029
O -3.5391 3.1689 0.9081 -0.016
Br 0.4740 -2.7680 2.6036 0.723
F -3.0488 -3.2099 -2.2032 0.189



26
Properties=species:S:1:pos:R:3:lowdin_charge:R:1 method="wB97M-V/def2-TZVPD" molar_mass_g_mol=231.122 smiles="C/C(O)=C/C[C@@H]1C=CC=CC1=C(Cl)Cl" orbital_gap_ev=8.06 energy_ha=-1421.860561 fmax_ev_per_a=6.13 de_lowest_kj_mol=19.1
C -0.8390 -0.5343 -1.0796 -0.298
Cl 1.9636 -0.3847 -1.9941 0.700
C -2.5780 -1.8752 -0.0506 -0.102
H -2.9114 -0.6985 -1.9159 0.154
H 0.7983 1.8226 2.3791 0.083
O 0.7848 1.1138 1.7408 -0.004
H 0.3377 -2.5140 1.4754 0.033
C -1.0483 0.9793 -0.5731 -0.106
H -1.4885 0.8181 0.3379 0.090
H 0.5841 1.9881 -1.4424 0.101
C 0.2325 1.6143 -0.5064 -0.152
Cl 2.7078 -1.8311 0.3816 0.690
H -1.9285 -3.0517 1.8230 0.114
H 3.2716 1.7676 0.2037 0.071
H 2.3234 3.2545 -0.1337 0.075
C 1.0409 1.8005 0.5323 -0.369
C 2.4389 2.3999 0.5313 -0.027
C 1.4414 -1.1595 -0.5265 -1.056
C -0.3344 -2.1509 0.8612 -0.029
C 0.1176 -1.3090 -0.2628 -0.284
C -2.1784 -1.1388 -1.1014 -0.075
H -3.6658 -2.1815 -0.1217 0.116
H -1.7473 1.5787 -1.2348 0.147
C -1.6687 -2.3963 0.9649 -0.054
H -0.2764 -0.5342 -1.9695 0.063
H 2.6220 2.6223 1.6811 0.120



28
Properties=species:S:1:pos:R:3:mulliken_spin:R:1 method="wB97M-V/def2-TZVPD" molar_mass_g_mol=417.892 s_squared=8.770 orbital_gap_ev="7.18 / 5.29" total_charge=+2 energy_ha=-1195.206936 fmax_ev_per_a=8.15 multiplicity=6 de_lowest_kj_mol=3.8
C 0.3179 0.8781 2.7297 0.020
O 2.4348 -0.7932 1.0780 0.042
C -0.6242 -1.8365 -0.1246 0.173
N 0.1089 1.0766 1.6037 0.060
C 1.7209 -0.6869 0.1742 0.203
H -1.5240 -1.4134 -4.0966 0.007
H 0.2025 -1.1027 -4.5535 -0.004
C 0.6416 0.7287 4.1484 0.003
H -2.5814 -0.0703 -2.0339 0.008
C 0.2250 1.7083 -1.4904 0.211
C -1.6081 0.4127 -2.0530 0.117
H -0.8961 -0.7308 4.6466 0.000
H 1.7353 0.8237 4.2566 0.000
O -1.1894 -2.5934 0.5476 0.066
H -1.6283 1.7474 -0.2345 0.019
H 1.4367 1.1427 -3.3263 0.005
H 0.8712 2.3927 -0.9569 -0.002
H -1.1015 -0.0428 -5.1172 0.029
C -0.6039 0.2053 -3.0763 0.313
H 0.1662 1.5539 4.6964 0.001
C 0.5277 1.0459 -2.7328 0.367
Ir 0.3285 -0.5387 -1.1275 1.956
H 0.4073 -0.6208 5.8502 0.001
C -0.7591 -0.6533 -4.2761 0.052
C -1.1004 1.3396 -1.0963 0.381
Cl 1.6206 -1.9460 -2.5211 0.971
H 0.6900 -1.4350 4.3054 0.000
C 0.1813 -0.5918 4.7803 0.002



36
Properties=species:S:1:pos:R:3:lowdin_charge:R:1 method="wB97M-V/def2-TZVPD" molar_mass_g_mol=514.772 orbital_gap_ev=7.65 energy_ha=-3392.161284 fmax_ev_per_a=0.44
I -3.5163 2.3937 4.9706 0.852
C -1.6409 -1.4126 -1.9008 -0.170
C 1.8014 -1.0196 -3.4516 0.004
H 3.8670 -0.1227 1.8028 0.146
C 2.3688 -1.4307 2.1841 -0.856
C 0.7710 -0.8505 -2.4626 -0.337
C -0.6584 -2.2197 -3.9332 0.044
H 2.2368 1.5671 1.2582 0.104
C 1.6141 -1.7383 -4.5894 0.002
H 2.8858 -3.0300 3.3043 0.089
H -1.6076 -2.6931 -4.1467 0.124
C -0.4925 -1.4833 -2.7480 -0.108
H 2.4053 -1.8504 -5.3162 0.118
N 0.1739 -3.1116 -6.0431 -0.369
N -2.6587 0.2897 1.4475 0.008
H 2.7495 -0.5404 -3.2469 0.112
C -1.5041 1.4748 2.7767 -0.187
H 4.0232 -1.7396 3.3731 0.103
O 1.0146 -0.1713 -1.4249 -0.087
O -1.7633 -0.8415 -0.8147 -0.051
H -2.7990 -0.2683 0.6095 0.120
N -1.4226 0.7551 1.6698 -0.009
Cu -0.0212 -0.2536 0.4301 0.109
H -0.6337 1.9653 3.1756 0.109
O 1.1129 -3.1994 -6.8163 0.058
O -0.9140 -3.6289 -6.2323 0.056
H 2.3753 0.4914 -0.0285 0.082
H -2.5219 -1.9441 -2.3002 0.131
C -3.5262 0.6905 2.3863 -0.139
N 3.2300 -2.1663 2.9241 0.076
C -2.8120 1.4591 3.2795 -0.781
N 2.8617 -0.2321 1.7901 -0.074
S 0.8654 -2.0290 1.8110 0.751
N 2.1311 0.6099 0.9527 0.018
H -4.5636 0.4093 2.3565 0.119
C 0.3672 -2.3470 -4.8307 -0.166



24
Properties=species:S:1:pos:R:3:lowdin_charge:R:1 method="wB97M-V/def2-TZVPD" molar_mass_g_mol=158.224 smiles="C=C1C=C(c2ccccc2)C[NH2+]1" orbital_gap_ev=8.25 total_charge=+1 energy_ha=-480.847717 fmax_ev_per_a=1.20 de_lowest_kj_mol=0.0
C -0.0102 0.6077 -2.1999 -0.023
C 0.4533 -0.3290 1.3883 0.035
C 1.7717 1.9810 -3.0364 -0.051
H 3.1440 2.7229 -1.5679 0.114
C 2.2663 2.1220 -1.7468 -0.054
C -0.0987 -0.0177 0.1949 -0.139
C 0.6270 1.2313 -3.2555 -0.058
H -1.0202 -2.2551 3.8857 0.079
H 0.2268 1.1239 -4.2526 0.114
H -1.6093 -1.2738 -0.7259 0.140
H 0.6437 -1.5021 3.9588 0.088
C -0.4197 -1.1195 2.2053 -0.269
C -1.4971 -0.5915 0.1186 -0.046
H -2.4829 -0.9947 1.9381 0.198
C 0.5020 0.7070 -0.9014 -0.184
H 1.4425 -0.0698 1.7143 0.134
H -0.8942 0.0208 -2.3984 0.107
H 2.0293 1.6231 0.3087 0.113
N -1.6692 -1.3263 1.4074 0.130
C 1.6438 1.4910 -0.6896 -0.015
H -2.2423 0.2025 0.0260 0.154
H 2.2754 2.4575 -3.8616 0.114
H -1.8101 -2.3311 1.2526 0.198
C -0.2660 -1.6563 3.4066 0.122



27
Properties=species:S:1:pos:R:3:lowdin_charge:R:1 method="wB97M-V/def2-TZVPD" molar_mass_g_mol=204.229 smiles="CCOC(=O)[C@@](N)(C#N)c1ccccc1" orbital_gap_ev=10.25 energy_ha=-686.287734 fmax_ev_per_a=4.86 de_lowest_kj_mol=304.9
N 0.5688 -3.3060 1.0509 0.202
C 2.4586 0.9144 0.6311 -0.176
H -1.8600 0.0908 -2.2053 0.128
C 3.5779 -0.0880 0.0645 -0.044
H -0.9413 -2.5921 -1.8292 0.107
C -1.4229 -0.6712 -0.1906 -0.123
H 2.4702 1.7968 0.0969 0.084
C 0.2780 -2.3670 0.5088 -0.198
N -0.0782 -2.0728 -1.7697 0.127
H 0.7689 -2.5336 -1.9530 0.085
C -3.2987 0.6984 -0.8460 -0.089
C -3.8839 0.5627 0.3986 -0.085
C -2.0909 0.0859 -1.1330 -0.051
H -3.5694 -0.1758 2.4448 0.115
H 2.7472 1.1991 1.7270 0.154
H -4.8650 0.9432 0.7181 0.110
O 1.2037 0.2590 0.6277 0.026
C 0.8585 -0.1256 -0.5816 -0.470
H 3.6145 -0.9692 0.7399 0.080
H -1.7856 -1.7790 1.6049 0.118
C -0.0446 -1.4147 -0.4912 -0.373
H 3.2294 -0.3268 -0.9590 0.065
C -3.1970 -0.1218 1.4049 -0.091
H -3.8189 1.1387 -1.7168 0.115
C -2.0594 -0.8311 1.0987 -0.025
O 1.3719 0.2036 -1.6079 0.133
H 4.6312 0.2379 0.1218 0.076



27
Properties=species:S:1:pos:R:3:lowdin_charge:R:1 method="wB97M-V/def2-TZVPD" molar_mass_g_mol=204.229 smiles="N[C@@H](Cc1c[nH]c2ccccc12)C(=O)O" orbital_gap_ev=8.81 energy_ha=-686.391102 fmax_ev_per_a=1.64 de_lowest_kj_mol=33.6
C -2.1383 -1.0231 0.4885 -0.480
C 0.9668 0.0527 -0.4595 -0.121
O -1.9818 -1.0121 1.6985 0.099
C 3.4896 -0.9328 0.3011 -0.096
H 3.8922 1.1309 0.9832 0.106
H -1.6104 -2.8445 0.3612 0.142
N -2.8978 1.3287 0.4577 0.055
H 0.5652 -1.9779 -1.1752 0.104
C -2.5987 0.1496 -0.3464 -0.306
C -1.5012 0.4910 -1.3958 -0.087
H 2.7257 -2.8136 -0.4622 0.082
C -0.1790 0.8964 -0.7568 -0.150
C 2.5128 -1.7947 -0.2674 -0.097
N 1.3943 2.1079 0.3873 0.075
H -3.4866 -0.0396 -0.9223 0.144
H -3.7044 1.1102 1.0473 0.086
O -1.9122 -2.1344 -0.2474 0.088
H 4.4166 -1.3883 0.6527 0.099
H -0.3988 3.0569 -0.2001 0.120
C 1.2792 -1.3176 -0.6755 -0.027
H -1.3167 -0.3079 -2.1250 0.121
C 1.9057 0.8490 0.2322 -0.220
C 3.2209 0.4048 0.5258 -0.021
H 1.9431 2.9241 0.6189 0.155
H -2.1010 1.5369 1.0686 0.074
H -1.8713 1.3104 -1.9772 0.106
C 0.1458 2.1278 -0.2119 -0.054



27
Properties=species:S:1:pos:R:3:mulliken_spin:R:1 method="wB97M-V/def2-TZVPD" molar_mass_g_mol=301.205 s_squared=3.794 orbital_gap_ev="5.84 / 6.70" total_charge=+1 energy_ha=-957.572543 fmax_ev_per_a=3.37 multiplicity=4
H 2.4436 -0.3315 0.1553 -0.043
H -1.3129 1.4751 0.4621 -0.012
H -2.8227 -2.0489 -0.1557 0.010
C 1.8733 0.5721 0.4282 0.021
H -1.9113 0.8993 -1.5092 -0.005
C 2.4546 1.5641 1.2175 0.017
H -0.6979 -2.6406 -4.0166 0.019
H 3.4746 1.4098 1.5928 0.001
C 2.2620 3.7397 2.3703 -0.003
H -0.8948 -3.0504 1.7556 0.012
C -1.5282 -0.1166 -1.7213 0.217
C -0.2261 1.6062 0.5847 0.007
C 1.6808 2.6743 1.5902 0.016
H -0.5640 -0.0040 -3.7316 -0.005
C -1.0347 -0.6418 -2.9701 -0.088
C -1.0522 -2.0760 -3.1191 0.235
P -0.2350 -1.8035 1.5547 -0.002
C -2.0205 -1.8446 -0.8948 0.021
H -0.9777 -1.0531 2.5047 0.012
Tc -0.1451 -1.2235 -0.6816 2.626
C -1.4962 -2.7299 -1.9275 -0.086
H -0.3179 3.4913 1.6117 0.000
H 0.8762 -1.9659 2.4228 0.031
N 2.7546 4.6218 2.9736 0.010
H -1.4590 -3.8307 -1.7971 0.005
N 0.5536 0.6197 0.0359 -0.011
C 0.3231 2.6875 1.2642 -0.003